Below is a molecular structure, C21H32Br42FN4S in a non-equilibrium geometry, with properties calculated with ωB97M-V with the def2-TZVPD basis set.

The value obtained for the LUMO energy is -5.834 eV. Its net charge is +1. Its frontier orbital gap is 0.2074 hartree. The electronic energy is -2983575.126 eV.

```
101
Properties=species:S:1:pos:R:3:forces:R:3
C 6.06245 -1.48941 -0.85142 -1.4 0.3 -0.7
C 6.27022 -0.18254 -1.85072 -0.7 -0.7 0.1
C 4.96780 0.86059 -1.81858 1.0 0.3 -0.4
C 3.53755 0.07861 -1.99427 1.3 0.0 -0.4
N 2.31177 0.98854 -1.76979 2.5 -1.5 -2.0
N 1.29254 0.05595 -1.46930 -4.1 0.1 -1.1
C 0.31130 0.84681 -0.63185 -1.3 0.2 1.6
C -0.59357 -0.08046 0.38127 -0.1 0.9 0.6
F -1.95266 -0.36056 -0.18624 2.7 0.4 0.9
C 0.70979 -0.40161 -2.78796 1.0 -2.5 0.3
N -0.06929 0.34699 -3.64122 0.8 0.9 -0.4
N 1.07111 -1.83072 -3.24358 -0.6 3.1 0.5
S -0.33292 -2.84476 -2.90842 0.3 -0.2 0.8
H 5.29979 -2.20281 -1.42829 1.9 1.2 1.4
H 5.47667 -1.16202 0.13446 1.6 -0.7 -2.0
H 7.06759 -2.04649 -0.62227 -2.1 1.1 -0.4
H 6.33272 -0.58420 -2.97277 0.2 0.9 2.5
H 7.25546 0.35134 -1.51342 -2.0 -0.7 -1.0
H 5.14758 1.59911 -2.73785 -0.6 -1.5 1.9
H 5.04617 1.53446 -0.85360 -0.5 -1.6 -1.8
H 3.37948 -0.82209 -1.23316 0.6 2.1 -1.8
H 3.48130 -0.31328 -3.10806 0.4 0.4 2.3
H 2.08431 1.51447 -2.64686 0.4 -0.2 1.0
H -0.38323 1.54321 -1.27167 1.2 -1.3 1.2
H 0.97223 1.55138 0.06953 -1.3 -1.7 -1.7
H -0.08394 -1.09441 0.69904 -1.1 2.1 -1.0
H -0.78829 0.55142 1.37191 0.3 -1.3 -2.3
H 0.32563 1.03843 -4.34432 -0.8 -0.9 1.7
H -1.09900 0.17897 -3.66082 0.9 -0.3 -0.3
H 1.26219 -1.84927 -4.27774 -0.6 0.2 1.3
H 0.11155 -3.83837 -2.00963 0.3 1.1 -1.0
C 0.92017 3.66866 2.77964 -0.1 0.3 0.2
Br 0.62045 4.20610 0.93419 0.0 -0.1 0.4
Br -0.73050 3.66244 3.80891 0.5 0.0 -0.4
Br 1.85180 1.96489 2.89518 -0.2 0.3 -0.1
H 1.57481 4.42220 3.22979 -0.3 -0.3 -0.2
C 0.44412 -7.00493 -4.26067 -0.3 0.0 -0.2
Br 0.52597 -8.50014 -5.50243 0.1 0.4 0.4
Br 0.34338 -7.60359 -2.41254 0.1 0.2 -0.4
Br 1.90723 -5.75321 -4.53746 -0.6 -0.4 -0.4
H -0.48397 -6.46383 -4.47252 0.4 -0.3 0.1
C -3.15588 6.39995 -0.24360 -0.2 0.1 0.2
Br -3.07403 4.90473 -1.48536 0.0 0.3 0.3
Br -3.25662 5.80129 1.60454 0.1 0.1 -0.6
Br -1.69277 7.65167 -0.52039 -0.3 -0.4 0.1
H -4.08397 6.94105 -0.45545 0.4 -0.2 0.0
C -7.08720 8.27298 -0.79013 -0.3 0.2 0.0
Br -7.00535 6.77776 -2.03190 0.1 0.3 0.3
Br -7.18794 7.67432 1.05800 0.1 0.1 -0.5
Br -5.62408 9.52470 -1.06692 -0.3 -0.4 0.1
H -8.01529 8.81408 -1.00198 0.4 -0.2 0.1
C -4.68733 -0.00388 -4.10030 -0.3 0.1 0.0
Br -3.54320 -0.11475 -2.53090 -0.1 0.0 -0.4
Br -3.66080 0.30084 -5.72434 -0.1 -0.1 0.4
Br -5.85029 -1.55513 -4.25929 0.4 0.4 0.1
H -5.33483 0.86841 -3.96293 0.3 -0.4 -0.1
C -2.28733 -3.82888 1.81399 -0.2 -0.2 0.3
Br -1.14320 -3.93975 3.38339 -0.3 0.0 -0.5
Br -1.26080 -3.52416 0.18994 -0.3 -0.3 0.5
Br -3.45029 -5.38013 1.65499 0.4 0.4 0.0
H -2.93483 -2.95659 1.95135 0.4 -0.5 -0.1
C -3.46689 7.03029 5.96276 -0.2 0.2 0.1
Br -4.06910 8.00789 4.39243 0.2 -0.2 0.5
Br -4.06861 5.18056 5.93865 0.2 0.4 -0.1
Br -1.54098 7.16201 6.20290 -0.4 -0.1 -0.1
H -3.93088 7.50612 6.83300 0.2 -0.2 -0.4
C 0.39054 -9.09168 -9.46373 -0.2 -0.1 0.1
Br 1.82253 -10.27634 -8.88899 -0.3 0.3 -0.1
Br 0.88598 -7.21880 -9.28767 -0.1 -0.4 -0.1
Br -0.21967 -9.51315 -11.26210 0.2 0.1 0.5
H -0.45585 -9.26315 -8.79050 0.4 0.1 -0.3
C 4.93640 -6.60745 -1.43107 0.0 -0.3 0.1
Br 3.62354 -5.21531 -1.78133 0.6 -0.1 0.5
Br 5.28842 -7.68471 -3.01212 -0.2 0.4 0.5
Br 6.57332 -5.88353 -0.66913 -0.4 -0.1 -0.2
H 4.50186 -7.27494 -0.67963 0.2 0.3 -0.3
C 1.29054 9.15828 4.20495 -0.2 0.1 0.1
Br 2.72253 7.97362 4.77969 -0.3 0.3 -0.2
Br 1.78598 11.03116 4.38101 -0.1 -0.5 -0.1
Br 0.68033 8.73681 2.40658 0.1 0.0 0.5
H 0.44415 8.98681 4.87818 0.4 0.1 -0.3
C -6.78643 3.32428 8.67276 -0.2 -0.1 0.2
Br -5.21806 2.19307 8.46087 -0.3 0.3 0.0
Br -6.32208 5.08429 9.35898 -0.1 -0.4 -0.2
Br -7.82409 3.43790 7.03128 0.3 0.0 0.4
H -7.42580 2.84715 9.42281 0.3 0.2 -0.3
C 8.62050 -10.25318 -4.20344 0.2 -0.2 0.1
Br 6.75400 -10.45961 -4.71128 0.4 0.0 0.0
Br 9.75698 -9.91441 -5.74544 -0.4 0.0 0.4
Br 8.85003 -8.90102 -2.82392 0.0 -0.3 -0.4
H 8.94203 -11.20718 -3.77271 -0.2 0.4 -0.2
C -0.16360 1.90723 7.73992 -0.1 -0.1 0.2
Br -1.47646 3.29937 7.38966 0.3 -0.4 0.1
Br 0.18842 0.82997 6.15887 -0.1 0.2 0.4
Br 1.47332 2.63115 8.50186 -0.4 -0.2 -0.3
H -0.59814 1.23974 8.49136 0.2 0.3 -0.3
C -4.68733 -1.09649 4.52472 -0.2 0.1 0.3
Br -3.54320 -1.20736 6.09411 -0.3 0.0 -0.5
Br -3.66080 -0.79177 2.90067 -0.3 0.2 0.3
Br -5.85029 -2.64773 4.36572 0.4 0.4 0.0
H -5.33483 -0.22420 4.66208 0.3 -0.4 -0.1
```
Forces are in eV/Å.

Below is 2 unconnected molecules or ions with the total composition C3H6N2OS in a non-equilibrium geometry, with properties calculated with ωB97M-V with the def2-TZVPD basis set.

The relative energy (zero: lowest compared OMol25 entry of this formula, charge and spin) is 109.1 kcal per mole. The value obtained for the LUMO energy (spin up / spin down) is -0.630 / -0.629 eV. Its net charge is 0. Its frontier orbital gap (spin up / spin down) is 0.2674 / 0.2674 hartree. The electronic energy is -19067.437 eV.

```
13
Properties=species:S:1:pos:R:3:forces:R:3
C -0.70367 1.65973 -0.44695 -0.2 -2.3 1.2
C -1.40365 -0.92636 -0.40448 -1.0 -0.2 0.1
C -0.26860 -0.32737 0.19646 -0.2 3.1 0.0
N 2.10157 -0.33265 0.61948 0.0 0.3 0.1
N 1.01909 -0.60404 -0.24106 0.5 -0.6 -0.5
O -1.33360 2.38748 0.21826 0.3 -0.1 -0.3
S -2.91895 -0.86271 0.21871 0.3 -0.1 -0.2
H -0.26450 1.79236 -1.43782 0.3 0.2 -0.4
H -1.24582 -1.45073 -1.34316 0.1 0.0 -0.2
H -0.36800 -0.02660 1.23536 0.0 -0.2 0.1
H 2.41285 0.62673 0.47513 -0.1 -0.3 0.0
H 1.83840 -0.43060 1.60242 0.0 -0.1 -0.3
H 1.13488 -1.50524 -0.69234 0.0 0.2 0.2
```
Forces are in eV/Å.

Below is C4H3PS in the gas phase in a non-equilibrium geometry, with properties calculated with ωB97M-V with the def2-TZVPD basis set.

The relative energy (zero: lowest compared OMol25 entry of this formula, charge and spin) is 46.6 kcal per mole. The value obtained for the LUMO energy (spin up / spin down) is 0.352 / -2.932 eV. Its net charge is 0. Its frontier orbital gap (spin up / spin down) is 0.2272 / 0.2478 hartree. Its spin multiplicity is 3. Its expectation value of S² is 2.01. The electronic energy is -24312.446 eV.

```
9
Properties=species:S:1:pos:R:3:forces:R:3
C 0.33247 0.97705 -2.96096 1.7 0.8 1.3
C -0.84850 0.66227 -2.53966 -6.8 -2.4 -2.2
C 0.52024 -0.13837 -0.30818 -0.1 0.0 -1.0
C -0.76866 0.60752 -0.25401 -1.8 1.0 3.3
P 0.58655 1.48042 -1.16379 1.3 0.2 1.3
S -2.11897 0.18465 -1.43310 4.3 1.2 -1.5
H 0.96564 -0.48116 0.55378 1.1 0.3 2.4
H 0.58446 -1.00363 -0.89605 -0.3 -0.9 -1.7
H -1.12157 0.88585 0.81857 0.8 -0.2 -1.9
```
Forces are in eV/Å.

Below is 4 unconnected molecules or ions with the total composition C19H39Cl6N2O4P in a non-equilibrium geometry, with properties calculated with ωB97M-V with the def2-TZVPD basis set.

Its SMILES is COCCCCCCCC[C@H]1NC(=O)[C@H](N)[C@H]1P(O)O.ClCCCl.ClCCCl.ClCCCl. The value obtained for the LUMO energy is -0.070 eV. Its net charge is 0. Its frontier orbital gap is 0.3391 hartree. The electronic energy is -115922.741 eV.

```
71
Properties=species:S:1:pos:R:3:forces:R:3
C 3.38175 4.00712 2.46422 -0.2 -0.2 0.7
O 4.13725 3.71211 1.23199 -2.5 -0.8 0.5
C 3.20110 2.95934 0.33237 1.3 -0.8 -1.0
C 4.09656 1.81035 -0.48744 0.4 1.4 -0.4
C 3.29802 1.16371 -1.76804 1.0 -0.4 -0.1
C 2.58281 -0.28375 -1.47746 -0.8 0.4 -0.7
C 1.51041 -0.28583 -0.23160 0.7 -0.6 -0.1
C 0.54737 -1.63512 -0.44402 -0.1 1.7 0.8
C -1.01567 -1.04697 -0.54091 1.5 -1.8 -0.1
C -1.51020 -0.83908 1.00536 -0.8 -1.2 -0.8
C -2.58021 0.37463 1.24869 1.4 -0.3 -0.1
N -1.81820 1.25325 2.26115 -0.8 2.6 -1.4
C -1.02923 2.32610 1.48218 4.1 3.3 1.1
O -0.06301 3.15472 1.96657 -6.6 -5.7 -2.8
C -1.53241 2.43396 -0.10925 -0.3 -0.7 0.8
N -1.89808 3.87612 -0.39958 1.1 -0.6 -0.3
C -2.88802 1.47235 0.07336 -0.7 2.3 0.9
P -3.87770 0.97654 -1.48245 -0.7 -0.4 -1.4
O -3.71668 2.27350 -2.66895 -2.1 0.0 2.7
O -5.57809 1.05538 -0.97893 3.1 1.6 1.3
H 3.94298 4.77047 3.17462 -1.0 -1.5 -1.9
H 2.32180 4.43171 2.14958 2.1 -0.9 1.0
H 3.29795 2.99588 3.08871 -0.2 2.1 -1.3
H 2.33713 2.42874 0.92077 1.6 1.3 -1.0
H 2.82189 3.72826 -0.47896 0.4 -1.6 1.7
H 5.01105 2.42375 -0.94678 -1.9 -1.3 1.1
H 4.57155 1.02258 0.23714 -1.2 1.4 -1.4
H 4.11471 0.97484 -2.61804 -1.8 0.4 1.8
H 2.56270 1.97657 -2.21638 1.3 -1.8 1.0
H 3.36874 -1.17440 -1.38146 -1.7 2.2 0.0
H 1.94915 -0.54828 -2.45395 1.3 0.6 2.0
H 0.84776 0.70244 -0.20166 1.5 -2.1 -0.2
H 2.10194 -0.32927 0.80252 -1.3 0.1 -2.2
H 0.88353 -2.18990 -1.42459 -0.8 1.0 2.1
H 0.66900 -2.27380 0.53563 -0.4 0.8 -2.2
H -1.61580 -1.90292 -1.11593 0.8 2.2 1.3
H -0.93785 -0.07211 -1.18219 -0.5 -1.9 1.2
H -0.58568 -0.76916 1.73870 -2.0 0.3 -1.6
H -2.07262 -1.84606 1.31353 1.3 2.1 -0.7
H -3.55944 -0.12641 1.70349 2.1 1.6 -0.8
H -2.59556 1.83929 2.65776 1.2 -0.4 0.3
H -0.73808 2.08345 -0.91732 -1.6 0.2 2.0
H -2.09682 3.95281 -1.42753 0.3 -0.2 1.3
H -1.04677 4.47544 -0.19300 -1.3 -1.1 -0.3
H -3.61231 2.24588 0.62310 1.4 -1.3 -0.9
H -4.50754 2.90155 -2.53875 1.7 -1.1 -0.3
H -5.55979 1.62044 -0.14397 -0.5 -0.9 -1.4
Cl 5.38379 -1.48892 -3.53750 0.0 0.0 0.0
C 6.77374 -0.85312 -2.62377 0.3 0.1 0.1
C 7.11093 -1.71412 -1.41726 0.2 0.0 -0.2
Cl 5.85829 -1.62151 -0.15306 0.0 -0.1 0.0
H 6.54569 0.17716 -2.33235 0.0 -0.3 0.0
H 7.62237 -0.83102 -3.31375 -0.1 -0.1 0.1
H 8.04455 -1.36948 -0.96287 -0.2 0.0 -0.1
H 7.23588 -2.76565 -1.69510 -0.1 0.2 0.0
Cl -7.65246 -3.64297 -3.43027 0.0 0.0 0.0
C -7.70580 -2.13445 -2.48549 0.0 0.3 0.2
C -7.90678 -2.39268 -1.00103 0.3 0.2 0.0
Cl -9.53398 -3.02449 -0.64199 0.0 0.0 0.0
H -8.50154 -1.50473 -2.89620 0.1 -0.2 0.1
H -6.75141 -1.62526 -2.64855 -0.1 -0.1 0.1
H -7.80041 -1.45796 -0.44255 0.0 -0.1 -0.2
H -7.17237 -3.10594 -0.61322 -0.2 0.1 -0.2
Cl 0.66733 -4.98450 1.78127 0.0 0.0 0.0
C 0.37491 -4.82819 3.53089 -0.1 0.0 0.3
C -0.17938 -3.46207 3.90128 -0.2 -0.2 0.1
Cl 1.02467 -2.16608 3.68547 0.0 0.0 -0.1
H 1.31487 -5.03635 4.05201 -0.2 0.1 -0.2
H -0.34363 -5.60714 3.80227 0.0 0.2 0.0
H -0.46963 -3.45129 4.95605 0.1 -0.1 -0.2
H -1.06100 -3.20949 3.30341 0.3 -0.1 0.0
```
Forces are in eV/Å.

Below is 11 unconnected molecules or ions with the total composition C7H34NO10 in a non-equilibrium geometry, with properties calculated with ωB97M-V with the def2-TZVPD basis set.

The relative energy (zero: lowest compared OMol25 entry of this formula, charge and spin) is 0.1 kcal per mole. The value obtained for the LUMO energy (spin up / spin down) is -8.077 / -10.374 eV. Its net charge is +2. Its frontier orbital gap (spin up / spin down) is 0.2580 / 0.1736 hartree. Its spin multiplicity is 2. Its expectation value of S² is 0.77. The electronic energy is -29759.048 eV.

```
52
Properties=species:S:1:pos:R:3:forces:R:3
C 1.19579 -1.87229 0.00394 1.7 -0.9 1.3
C 1.34666 -0.35859 0.16901 -1.4 0.5 -0.6
C 1.77857 0.20788 1.48932 -0.4 -0.2 0.9
C 1.87920 1.60639 1.59727 0.2 0.6 -0.4
C 1.86665 2.53573 0.47292 0.0 0.0 -0.1
C 1.92249 -0.09155 3.94054 0.1 -0.1 1.7
C 1.91772 -0.58906 2.68990 -0.1 0.2 -1.3
N 0.20870 -2.51026 -0.88904 -0.3 -0.2 -0.2
H 1.00636 -2.30363 0.98276 0.0 0.0 -0.1
H 2.17732 -2.24104 -0.30084 -0.1 -0.2 -0.1
H 0.35293 0.10653 0.00518 0.0 -0.1 0.0
H 1.91702 0.14175 -0.61368 0.3 -0.3 -0.3
H 1.96524 2.11769 2.55130 0.2 -0.6 0.2
H 2.86273 2.57852 0.00363 0.1 -0.2 0.0
H 1.19603 2.22120 -0.33418 0.1 0.3 0.0
H 1.70070 3.56329 0.79884 -0.3 -0.1 -0.1
H 1.91145 0.92865 4.30124 0.0 0.4 -0.8
H 1.90583 -0.72045 4.83114 0.2 -0.5 -0.5
H 1.94758 -1.65696 2.52160 0.0 0.0 0.4
H 0.48179 -2.35642 -1.86201 -0.9 0.4 -0.5
H 0.08771 -3.54074 -0.73197 0.9 0.2 0.5
H -0.75986 -2.28496 -0.62488 0.1 1.1 -0.4
H -2.35929 1.40475 2.27095 -0.2 0.8 -0.4
H -2.26166 2.55917 1.14703 0.1 0.2 0.3
O -2.79475 1.84730 1.50851 -0.1 -0.5 0.2
H -2.16091 -2.29484 1.20341 -0.3 0.5 0.2
H -1.27743 -1.20420 1.95137 -0.8 -0.3 -0.1
O -1.26307 -2.00183 1.39299 0.7 -0.6 0.1
H -1.48495 -0.10780 3.97684 -0.2 0.0 0.1
H -0.50251 0.44807 2.92847 0.0 0.1 0.2
O -1.41356 0.15789 3.04985 0.4 -0.1 0.2
H -0.29029 2.45798 -2.18839 -0.1 -0.1 -0.6
H 0.50685 3.60611 -2.98800 -0.6 0.1 0.0
O 0.53670 2.96198 -2.27846 0.7 0.3 0.5
H -3.65755 2.42665 -3.17205 0.4 0.6 -0.1
H -2.75808 1.13385 -2.94296 -0.3 0.9 -0.1
O -3.65468 1.48394 -3.07542 -0.5 -1.2 0.1
H -3.55090 -0.04872 -0.38246 0.1 -0.7 -0.8
H -2.68028 0.55591 0.54482 0.7 -0.6 -0.3
O -2.61884 -0.19926 -0.13405 -1.3 1.2 0.9
H 2.89231 0.94826 -3.72703 -0.1 -0.2 -0.2
H 1.89344 1.96596 -3.16935 -0.6 -0.5 0.2
O 1.99107 1.01970 -3.38912 0.8 0.2 0.1
H -0.89481 0.07977 -2.51192 0.0 0.6 0.2
H -1.72840 0.58041 -1.27817 0.0 0.0 -0.5
O -1.21738 0.89937 -2.06839 0.5 -0.6 0.4
H -0.64475 -3.85579 1.31697 -0.3 -0.1 0.0
H -0.04560 -5.21975 0.98986 -0.2 -0.3 -0.1
O -0.65833 -4.55776 0.64596 0.6 0.1 0.1
H 0.96159 -0.46028 -3.09385 0.0 0.3 -0.7
H 0.02565 -0.97857 -4.23141 0.2 0.0 -0.1
O 0.24180 -1.08998 -3.29798 0.0 -0.3 0.5
```
Forces are in eV/Å.

Below is a gas-phase ion, C3H10NS (charge +1) in a non-equilibrium geometry, with properties calculated with ωB97M-V with the def2-TZVPD basis set.

The relative energy (zero: lowest compared OMol25 entry of this formula, charge and spin) is 38.7 kcal per mole. Its SMILES is C[NH+](C)CS. The value obtained for the LUMO energy is -3.294 eV. Its net charge is +1. Its frontier orbital gap is 0.3978 hartree. The electronic energy is -15590.423 eV.

```
15
Properties=species:S:1:pos:R:3:forces:R:3
C 1.45599 0.22831 -0.14018 -1.7 2.1 2.1
N -0.05632 0.19784 -0.34293 1.9 -2.4 1.1
C -0.34788 -0.97830 -1.13849 -0.8 0.0 -2.7
C -0.73520 -0.03217 0.96664 -2.8 4.9 -1.1
S -0.33869 1.42064 2.06553 -0.6 -0.9 -0.2
H 1.70990 -0.52072 0.56992 0.4 -1.3 -0.2
H 1.79063 0.22043 -1.10754 1.7 -0.5 -2.0
H 1.75145 1.14667 0.39751 -0.4 -0.1 -0.7
H -0.28892 0.95807 -0.88105 -1.1 2.9 -0.9
H 0.04755 -1.80234 -0.62809 0.5 -1.4 0.3
H -1.38539 -1.10287 -1.37961 -1.0 0.0 1.0
H -0.05864 -0.90002 -2.19658 1.2 0.1 0.5
H -0.19106 -0.84448 1.23344 0.6 -2.8 1.8
H -1.87086 -0.09257 0.72734 2.1 -0.4 0.9
H -1.48257 2.10152 1.85410 0.1 -0.2 0.0
```
Forces are in eV/Å.